{
  "formula": "C5H9N5",
  "method": "ωB97M-V/def2-TZVPD",
  "symbols": ["C", "C", "C", "C", "C", "N", "N", "N", "N", "N", "H", "H", "H", "H", "H", "H", "H", "H", "H"],
  "positions_angstrom": [[2.145638, -0.012072, -1.271145], [-0.371405, -1.343761, 0.836548], [0.207119, -0.059678, -1.523877], [-0.013276, -0.658038, 2.277170], [-1.380618, 1.680066, -0.797272], [1.416097, 0.755174, -1.937758], [0.951214, -1.470004, 0.346709], [-1.188654, -0.288210, 0.365295], [1.192331, -0.913079, -0.712404], [-0.754742, 0.450209, -0.523558], [3.269296, 0.112090, -1.277192], [-0.889896, -2.283990, 1.083228], [-0.335285, -0.642441, -2.378649], [-0.247805, -1.501283, 3.012562], [-0.623078, 0.331572, 2.536575], [1.101977, -0.452383, 2.318394], [-2.465833, 1.800063, -0.776632], [-0.877806, 2.151645, -1.720147], [-1.135276, 2.344122, 0.142153]],
  "forces_ev_per_angstrom": [[5.04, 0.57, -0.94], [-0.38, 0.12, 1.90], [0.23, -1.27, -1.08], [-0.05, 0.20, 2.05], [1.12, 4.77, 0.48], [-2.86, -0.25, 0.54], [1.49, -0.79, -0.40], [0.01, 0.10, -0.62], [-2.50, 0.99, -0.16], [-0.95, -1.47, -1.11], [-1.17, -0.94, 0.67], [0.17, 0.33, -0.56], [0.83, 1.20, 1.48], [0.36, 1.50, -0.71], [1.19, -2.35, -0.77], [-1.38, -0.12, -0.02], [-0.09, -1.10, -0.42], [-1.03, -0.67, 1.45], [-0.03, -0.84, -1.79]],
  "mulliken_charge": [-0.091, 0.125, 0.091, -0.888, -0.695, -0.281, -0.406, -0.477, 0.494, 0.663, 0.410, 0.585, 0.395, 0.348, 0.336, 0.341, 0.363, 0.338, 0.350],
  "total_charge": 2,
  "lumo_energy_ev": -11.45,
  "homo_lumo_gap_ha": 0.3421,
  "de_lowest_ev": 7.433,
  "e_tot_ha": -468.76293,
  "mol_weight_g_mol": 139.16
}



{
  "formula": "C27H50BN2OP2Sr",
  "method": "ωB97M-V/def2-TZVPD",
  "symbols": ["Sr", "C", "C", "C", "C", "P", "C", "N", "B", "N", "C", "P", "C", "C", "C", "C", "C", "C", "C", "C", "C", "C", "C", "C", "C", "C", "C", "C", "C", "C", "H", "H", "H", "H", "H", "H", "H", "H", "H", "H", "H", "H", "H", "H", "H", "H", "H", "H", "H", "H", "H", "H", "H", "H", "H", "H", "H", "H", "H", "H", "H", "H", "H", "H", "H", "H", "H", "H", "H", "H", "H", "H", "H", "H", "C", "C", "C", "O", "H", "H", "H", "H", "H", "H"],
  "positions_angstrom": [[0.759970, -0.510925, 1.465239], [-0.076887, -3.044271, 0.510399], [-1.558302, -2.878252, 0.219084], [-2.392074, -4.131046, 0.692777], [-1.711550, -2.794444, -1.302031], [-2.283898, -1.194461, 0.981915], [-3.044904, -0.097942, -0.394681], [-1.910374, 0.595784, -1.016986], [-0.554241, 0.587229, -0.577881], [0.123707, 1.462128, -1.497923], [1.475164, 1.977269, -1.364304], [2.575810, 0.611496, -0.725815], [3.883961, 1.610194, 0.197832], [4.882808, 2.687598, -0.402216], [3.052762, 2.214317, 1.264704], [4.798065, 0.475712, 0.693535], [3.033166, -0.341097, -2.414879], [4.518621, -0.839779, -2.642498], [2.588062, 0.453619, -3.661031], [2.224685, -1.665444, -2.427876], [-0.820816, 1.900644, -2.528411], [-0.582441, 2.440020, -3.791121], [-1.684634, 2.582158, -4.618335], [-2.926572, 2.091886, -4.261694], [-3.196237, 1.542806, -3.024833], [-2.080818, 1.361512, -2.203599], [-3.918793, -1.660138, 1.981581], [-3.764536, -2.888454, 2.940102], [-3.966522, -0.354020, 2.863772], [-5.044800, -1.823610, 1.049918], [0.297258, -3.999135, 0.103315], [0.483688, -2.302224, -0.111587], [0.140669, -3.001684, 1.588927], [-2.115599, -5.029610, 0.153216], [-2.219551, -4.520426, 1.700766], [-3.395804, -3.886282, 0.361052], [-1.160455, -3.634202, -1.807101], [-2.769422, -2.782855, -1.713189], [-1.151041, -1.868354, -1.517796], [-3.589856, -0.738887, -1.085116], [-3.690406, 0.616587, 0.238967], [1.846953, 2.358098, -2.318808], [1.494609, 2.819762, -0.695067], [4.309276, 3.383270, -1.023499], [5.404849, 3.188898, 0.408805], [5.679058, 2.192193, -1.006162], [2.453715, 3.046961, 1.050978], [2.480006, 1.495728, 1.798018], [3.853160, 2.562680, 2.002290], [5.136568, -0.205411, -0.070394], [5.669622, 0.902793, 1.136097], [4.332504, -0.123353, 1.468229], [5.332441, -0.105724, -2.517085], [4.670874, -1.656663, -1.796935], [4.371720, -1.377510, -3.550370], [3.032486, 1.467137, -3.585156], [2.897635, -0.045114, -4.593009], [1.523827, 0.492321, -3.711635], [2.565394, -2.522931, -1.804327], [1.208196, -1.501030, -2.221866], [2.106670, -2.131045, -3.443493], [0.425173, 2.763224, -4.112840], [-1.712067, 2.953564, -5.601943], [-3.741930, 2.180385, -4.971500], [-4.093419, 0.988770, -2.849309], [-4.070204, -3.865128, 2.546411], [-2.764850, -3.040529, 3.330860], [-4.364176, -2.730283, 3.838952], [-4.790846, -0.435148, 3.582765], [-2.971787, -0.258038, 3.316549], [-4.001906, 0.514329, 2.298865], [-4.634446, -2.196550, 0.089721], [-5.731902, -2.638276, 1.294583], [-5.743354, -1.023350, 0.783425], [-0.665594, 2.875062, 4.394850], [0.419583, 1.875790, 4.310728], [1.633829, 2.028048, 5.139970], [0.339595, 0.835828, 3.615401], [-1.146316, 2.707847, 5.357589], [-1.426837, 2.783295, 3.636028], [-0.309185, 3.910130, 4.349873], [1.432595, 1.906808, 6.284715], [1.999399, 3.098348, 5.154469], [2.321220, 1.301398, 4.767059]],
  "forces_ev_per_angstrom": [[-0.46, 0.38, 0.75], [0.29, 0.11, -0.74], [-1.90, -0.77, -0.11], [1.10, 0.38, -0.61], [0.43, -0.03, -0.69], [0.06, -1.16, 0.63], [1.19, 0.28, 1.64], [-1.91, 0.13, -0.69], [0.56, 0.20, 0.36], [-1.11, 0.63, -1.64], [-0.40, -0.58, -0.65], [0.12, 0.10, -1.76], [1.47, -0.96, -2.26], [-1.00, -1.30, -0.86], [3.00, 0.44, 2.57], [-0.48, 0.25, 0.79], [0.62, -0.63, -0.17], [-1.11, -0.78, 3.84], [1.13, 0.31, 0.56], [0.29, -1.05, -0.74], [1.27, -0.93, 0.60], [0.51, 0.68, 0.34], [-0.52, -0.70, 0.32], [-0.94, 0.53, 0.14], [1.49, -1.08, 0.14], [0.31, -0.15, 0.99], [2.19, 1.12, 1.16], [-0.27, 0.25, 0.16], [0.46, -2.55, 0.72], [-1.63, -1.46, -2.30], [-0.26, 0.13, 0.41], [-0.17, -0.35, 0.49], [0.13, -0.13, -0.14], [0.39, 0.03, -0.92], [-0.54, 0.91, 0.13], [-0.37, -0.47, 0.79], [-0.55, 0.55, 0.44], [1.27, 0.14, 0.69], [-0.59, -0.21, -0.80], [-0.30, 0.42, -0.10], [0.55, -1.04, -1.39], [-0.06, -0.12, 0.12], [0.08, 0.34, 0.42], [0.43, 0.18, 0.11], [-0.20, 0.19, 0.15], [-0.76, 0.34, 0.21], [-0.74, 1.10, -0.67], [-0.64, -0.69, 0.61], [-1.22, -0.15, -0.37], [-0.02, -0.04, -0.48], [0.81, 0.32, 0.47], [-0.28, -0.25, 0.24], [-0.46, -0.27, -0.72], [0.09, 1.52, -1.72], [0.97, -0.19, -0.93], [-0.32, -0.53, -0.58], [0.25, 0.15, 0.40], [-0.89, 0.40, 0.07], [0.14, 0.89, -0.01], [-1.57, 0.48, 0.77], [0.76, 0.66, 0.44], [-0.71, -0.17, 0.27], [0.93, 0.67, -1.04], [0.08, 0.00, -0.02], [-0.62, 0.13, 0.28], [-0.08, 0.58, -0.20], [0.44, 0.26, -0.10], [-0.26, 0.22, -0.08], [0.28, 0.31, -0.03], [-0.42, -0.25, 0.69], [-0.74, 1.68, -1.28], [-0.46, 0.28, 0.18], [0.08, -0.04, 0.57], [0.65, 0.50, 0.37], [-0.31, 0.50, -0.14], [-0.13, -1.89, -0.79], [-0.20, 1.80, 2.35], [-0.06, 1.62, 0.44], [-0.05, 0.19, 0.24], [-0.09, -0.41, -0.32], [0.18, -0.26, 0.29], [0.07, -0.27, -2.04], [-0.11, -1.18, -0.49], [0.86, -0.20, 0.21]],
  "mulliken_charge": [1.532, -2.216, 3.316, -2.055, -1.525, -0.697, -1.421, 0.140, 0.410, 0.271, -0.835, 0.006, 1.987, -1.563, -2.052, -1.874, 1.879, -1.657, -1.954, -1.742, 0.277, -0.478, -0.995, -0.420, -0.941, 0.477, 2.132, -1.692, -1.871, -1.884, 0.499, -0.090, 0.444, 0.531, 0.346, 0.528, 0.421, 0.291, 0.243, 0.580, 0.416, 0.118, 0.533, 0.384, 0.445, 0.361, 0.394, 0.108, 0.473, 0.352, 0.528, 0.260, 0.233, 0.346, 0.580, 0.323, 0.479, 0.443, 0.279, 0.194, 0.453, 0.335, 0.422, 0.376, 0.376, 0.410, 0.267, 0.488, 0.503, 0.368, 0.478, 0.314, 0.391, 0.340, -1.249, 0.906, -1.204, -0.652, 0.357, 0.308, 0.404, 0.348, 0.363, 0.301],
  "total_charge": 1,
  "lumo_energy_ev": -2.67,
  "homo_lumo_gap_ha": 0.2329,
  "e_tot_ha": -1981.56133,
  "mol_weight_g_mol": 579.09
}



{
  "formula": "C31H45N2OS5SiV",
  "method": "ωB97M-V/def2-TZVPD",
  "symbols": ["V", "C", "C", "S", "C", "C", "S", "C", "C", "S", "C", "C", "S", "H", "H", "H", "H", "H", "H", "H", "H", "H", "H", "H", "H", "H", "H", "H", "H", "C", "C", "C", "C", "C", "C", "N", "N", "Si", "C", "C", "C", "H", "H", "H", "H", "H", "H", "H", "H", "H", "H", "H", "H", "H", "H", "H", "O", "S", "C", "C", "C", "C", "C", "C", "C", "C", "C", "C", "C", "C", "C", "C", "H", "H", "H", "H", "H", "H", "H", "H", "H", "H", "H", "H", "H", "H"],
  "positions_angstrom": [[7.771780, 17.831718, 10.649749], [5.728550, 19.365001, 13.046533], [4.801761, 19.404457, 11.792851], [5.638603, 19.114360, 10.190532], [4.525865, 17.836790, 9.455473], [5.232687, 17.090273, 8.329598], [6.983961, 16.639311, 8.638230], [7.147459, 14.753636, 8.826914], [6.604367, 14.300259, 10.144197], [7.201707, 15.520490, 11.496518], [5.637879, 15.472941, 12.725278], [5.789091, 16.643385, 13.698678], [6.962595, 18.070885, 13.107181], [5.075811, 19.253609, 13.939583], [6.212858, 20.326292, 13.185638], [4.330037, 20.441313, 11.756346], [3.979760, 18.638977, 11.858211], [3.669121, 18.402934, 9.142413], [4.294379, 17.186833, 10.279964], [5.374560, 17.756307, 7.481552], [4.668350, 16.229210, 8.046464], [8.256126, 14.584201, 8.673112], [6.706606, 14.274071, 7.927469], [6.851138, 13.285988, 10.468492], [5.467218, 14.411217, 10.070493], [5.738819, 14.498146, 13.176607], [4.673437, 15.552002, 12.190870], [6.251622, 16.334703, 14.601030], [4.863646, 17.048098, 14.039929], [10.460682, 16.253111, 13.117195], [10.604934, 17.524368, 12.372260], [11.591678, 18.404872, 12.778741], [11.997821, 19.350561, 11.863763], [11.229198, 19.579370, 10.714658], [10.010579, 18.863991, 10.511138], [9.761993, 17.906314, 11.409430], [9.008531, 18.970877, 9.577958], [9.308677, 19.648701, 7.938961], [9.837394, 21.457063, 8.204238], [7.684323, 19.646700, 6.959828], [10.450633, 18.416360, 7.056869], [9.641216, 15.630462, 12.701024], [10.337962, 16.335548, 14.196483], [11.354707, 15.649032, 12.941795], [11.935009, 18.354375, 13.795938], [12.975593, 19.836211, 12.010590], [11.697942, 20.190962, 9.914847], [9.495696, 21.908416, 9.128041], [9.349990, 22.040544, 7.380773], [10.910871, 21.667940, 8.201534], [7.247347, 20.680638, 6.950290], [6.978739, 19.054365, 7.467751], [7.787806, 19.267271, 5.960450], [9.991518, 18.060205, 6.128871], [10.647336, 17.612319, 7.747491], [11.436888, 18.885040, 6.826032], [9.821698, 9.368174, 9.394923], [11.272903, 9.239161, 9.766060], [11.383739, 7.694330, 10.919393], [10.233565, 6.695246, 10.831458], [10.177403, 5.929361, 9.655919], [8.992194, 5.165336, 9.375445], [8.038168, 5.109270, 10.351814], [8.191967, 5.678462, 11.618073], [9.305212, 6.487701, 11.824890], [12.243697, 8.665042, 8.301039], [11.691029, 9.116743, 7.005035], [10.573131, 8.470063, 6.494677], [10.197903, 8.661854, 5.136952], [10.786159, 9.624917, 4.357585], [11.853577, 10.312630, 4.931825], [12.290974, 10.064306, 6.218567], [11.391441, 8.107186, 11.914057], [12.383177, 7.146295, 10.784389], [11.011799, 5.951816, 8.930865], [8.881033, 4.581914, 8.423249], [7.109621, 4.509810, 10.170969], [7.368637, 5.622726, 12.304979], [9.500933, 6.974793, 12.880987], [12.277141, 7.590674, 8.330612], [13.260753, 9.101882, 8.499907], [10.006921, 7.713805, 7.084622], [9.324541, 8.050505, 4.796847], [10.319493, 9.909978, 3.362629], [12.367159, 11.060391, 4.339892], [13.214121, 10.577648, 6.514698]],
  "forces_ev_per_angstrom": [[-0.47, -0.98, 0.88], [-1.31, 0.34, -0.06], [-0.78, 0.52, 0.34], [0.02, 0.07, 0.01], [1.20, 0.35, 0.55], [0.54, 0.81, 0.27], [0.42, -1.41, -1.12], [1.21, 0.91, -1.19], [-1.67, 1.09, 0.94], [-2.25, -1.51, 0.49], [1.03, 0.87, -1.33], [1.60, 0.06, -0.95], [-1.09, -0.63, 0.75], [0.40, 0.07, -0.51], [0.33, 0.02, -0.19], [0.46, -1.42, 0.00], [0.77, 0.75, 0.08], [-0.57, -0.18, -0.43], [-0.33, -0.45, 0.25], [-0.45, -0.09, -0.20], [-0.32, -0.59, -0.35], [-1.09, 0.37, 0.50], [-0.14, 0.29, 0.74], [0.11, 0.20, -0.26], [1.46, -0.24, 0.47], [-0.14, -0.09, 0.33], [0.72, -0.14, -0.20], [0.75, -0.48, 0.73], [-0.78, 0.58, -0.34], [-0.92, -1.47, -0.62], [-0.38, 1.70, 1.30], [-0.30, -0.46, 0.08], [-0.17, 0.66, -1.00], [1.24, 0.21, -0.95], [0.94, 1.20, -0.36], [-0.74, -2.35, -0.14], [1.05, 0.97, -0.59], [-0.40, -0.22, 1.21], [-0.04, 0.23, -1.21], [0.52, 1.97, 0.53], [0.68, 1.41, -0.11], [0.31, 0.49, 0.39], [-0.02, 0.29, -0.02], [0.08, 0.12, 0.12], [0.85, -0.40, -0.03], [-0.77, 0.15, -0.12], [-0.77, -0.26, 0.64], [-0.41, -0.28, 0.32], [0.61, -0.28, 0.54], [-0.05, -0.16, -0.33], [0.38, -0.84, -0.21], [-0.94, -0.85, 0.61], [0.11, -0.05, -0.51], [0.18, -0.05, 0.22], [0.01, -0.49, 0.10], [-0.63, -0.39, -0.03], [0.90, -0.12, 0.07], [-1.10, -0.62, 0.73], [0.90, -1.03, -0.26], [1.54, -0.05, -1.79], [-1.54, -0.51, -0.65], [2.28, 0.30, -0.64], [-1.96, -1.21, 0.54], [0.47, 0.69, -1.15], [-0.18, 1.04, 2.92], [0.86, 0.62, 0.92], [-0.86, -0.61, 0.17], [-0.54, -0.94, -1.20], [-1.66, -1.08, 1.58], [-0.48, 0.70, -0.76], [-0.18, 0.51, -0.81], [1.28, 0.65, -0.69], [0.12, 0.43, 0.34], [-1.26, 1.00, -0.09], [-0.67, 0.08, 0.43], [0.17, 0.76, 1.06], [0.91, 0.63, 0.10], [0.10, -0.19, 0.47], [-0.62, -0.81, -2.29], [0.20, -0.39, 0.02], [-0.84, -0.56, -0.24], [0.64, 0.71, -0.39], [0.89, 0.75, 0.08], [1.07, -0.54, 1.23], [0.02, 0.06, 0.06], [-0.44, -0.21, 0.23]],
  "mulliken_spin": [2.782, 0.007, 0.001, 0.005, 0.016, 0.015, 0.013, 0.005, 0.000, 0.006, 0.027, 0.012, 0.024, 0.002, -0.008, 0.000, 0.001, -0.001, -0.004, 0.001, 0.001, -0.004, 0.001, 0.000, 0.001, -0.002, 0.002, -0.001, 0.000, 0.006, 0.031, -0.011, 0.018, -0.016, -0.058, 0.032, 0.072, 0.020, 0.001, -0.003, 0.003, 0.000, 0.001, 0.001, -0.001, 0.002, 0.000, -0.001, 0.000, 0.000, 0.000, -0.002, 0.000, 0.001, -0.002, 0.000, 0.000, 0.000, 0.000, 0.000, 0.000, 0.000, 0.000, 0.000, 0.000, 0.000, 0.000, 0.000, 0.000, 0.000, 0.000, 0.000, 0.000, 0.000, 0.000, 0.000, 0.000, 0.000, 0.000, 0.000, 0.000, 0.000, 0.000, 0.000, 0.000, 0.000],
  "total_charge": 1,
  "lumo_energy_ev": [-2.26, -3.03],
  "homo_lumo_gap_ha": [0.2568, 0.2486],
  "de_lowest_ev": 0.262,
  "e_tot_ha": -4617.20118,
  "s_squared": 3.765,
  "spin_multiplicity": 4,
  "mol_weight_g_mol": 701.08
}